Here is C30H48DyP2 as an isolated structure at a distorted geometry from the OMol25 dataset. Energies are from wB97M-V/def2-TZVPD.

Structure (XYZ):
```
81
Properties=species:S:1:pos:R:3:forces:R:3:lowdin_charge:R:1
Dy -0.7912 -1.1821 -1.8223 5.983 1.290 7.658 1.303
C 0.6875 1.3452 -0.5181 -0.493 -0.935 0.622 -0.285
C -0.7054 1.3394 -0.1770 0.391 -0.900 -0.261 -0.315
C 0.4215 0.0983 1.3919 -0.476 0.345 -0.806 -0.238
C 1.3713 0.5539 0.4377 -1.378 0.277 -0.303 -0.244
C -0.8604 0.5561 1.0128 1.000 -0.002 -0.807 -0.269
C 1.3407 2.1772 -1.5516 0.419 0.236 -0.414 -0.071
H 0.6435 2.9121 -1.9731 0.151 -0.060 0.070 0.061
H 1.7204 1.5497 -2.3737 0.094 0.319 -0.037 0.052
H 2.1956 2.7294 -1.1276 -0.246 -0.091 -0.240 0.091
C 2.8292 0.3867 0.5469 0.799 -0.136 0.145 -0.044
H 3.3355 0.7522 -0.3540 0.041 -0.063 0.173 0.075
H 3.0966 -0.6710 0.6857 0.075 0.398 0.024 0.046
H 3.2277 0.9431 1.4140 -0.004 -0.178 -0.278 0.097
C 0.7580 -0.5446 2.6805 0.019 -0.337 0.344 -0.036
H 0.9733 0.2127 3.4530 -0.048 -0.201 -0.129 0.096
H 1.6424 -1.1783 2.5769 -0.119 0.048 0.150 0.056
H -0.0709 -1.1664 3.0418 0.211 0.078 0.046 0.074
C -2.0891 0.4280 1.8220 -0.378 -0.065 0.729 -0.109
H -2.0491 1.0894 2.7111 -0.141 -0.249 -0.308 0.097
H -2.2282 -0.6091 2.1753 0.033 0.596 0.014 0.025
H -2.9824 0.7051 1.2412 0.133 -0.042 0.212 0.039
C -1.7026 2.3017 -0.7081 -0.158 0.586 -0.013 -0.079
H -1.5778 3.2880 -0.2278 -0.205 -0.166 -0.186 0.099
H -2.7291 1.9704 -0.5198 0.042 0.164 -0.029 0.055
H -1.5858 2.4549 -1.7907 -0.125 0.099 0.118 0.053
C -0.6251 -1.5044 -4.0388 0.260 -2.555 -4.692 -0.426
C -1.4222 -0.7015 -5.0986 0.390 0.160 -1.791 -0.322
C -2.8440 -0.1399 -4.9612 -0.665 0.028 -0.479 -0.177
C -3.6435 -0.4634 -3.6972 -0.086 0.277 0.268 -0.154
C -2.8815 -0.2702 -2.3374 -2.918 1.450 -0.259 -0.279
C -2.9837 -1.5686 -1.4474 -4.100 -0.252 0.804 -0.399
C -2.4338 -2.9163 -1.9871 -0.571 -0.952 0.749 -0.324
C -1.7356 -2.8938 -3.3472 0.648 0.542 -0.749 -0.090
H -3.4070 -0.5252 -5.8324 0.084 0.207 0.453 0.126
H -4.0770 -1.4705 -3.7395 0.308 0.162 -0.026 0.113
H -2.8511 0.9550 -5.1134 0.122 -0.466 0.174 0.100
H -2.4754 -2.9557 -4.1484 0.311 0.317 0.000 0.111
H -0.0236 -2.2787 -4.5659 -0.804 0.159 0.081 0.125
H -1.3619 -1.2214 -6.0663 -0.235 -0.143 0.298 0.123
H -1.0635 -3.7576 -3.4438 -0.163 0.414 0.142 0.106
H -1.7847 -3.3830 -1.2207 -0.002 0.266 -0.346 0.075
H -4.0893 -1.6840 -1.4517 0.487 0.073 -1.130 0.039
H -3.2620 -3.6334 -2.0303 0.218 0.217 -0.388 0.123
H -4.5237 0.2045 -3.6685 0.374 -0.241 -0.172 0.128
H -3.5136 0.4350 -1.7705 0.361 -0.138 -0.131 0.107
P -0.0488 0.5559 -5.1729 -0.670 -2.204 4.598 0.944
C 1.2000 0.2731 -6.3792 0.801 0.377 -1.367 -0.164
C -0.5345 2.2139 -4.7618 0.173 1.286 -1.011 -0.167
P -4.0694 -1.7924 0.5959 1.363 0.414 0.248 1.017
C 0.3389 -0.3857 -3.6784 0.257 1.031 -0.287 -0.395
C -5.6338 -0.9026 0.2851 0.166 0.320 -0.749 -0.307
C -4.6934 -3.4838 0.3745 0.554 -0.521 -0.340 -0.310
H 2.0243 -0.2805 -5.8983 -0.440 0.248 -0.215 0.077
H 1.5980 1.2290 -6.7656 -0.154 -0.458 0.015 0.074
H 0.7944 -0.3206 -7.2174 0.255 0.304 0.273 0.075
H -1.5345 2.2713 -4.3004 0.512 -0.299 -0.170 0.058
H -0.5421 2.8113 -5.6916 -0.097 0.084 0.442 0.072
H 0.1983 2.6428 -4.0603 -0.172 -0.240 -0.280 0.055
H -4.7874 -3.7505 -0.6840 -0.350 -0.128 0.242 0.038
H -5.6521 -3.6168 0.8952 0.236 0.177 -0.202 0.062
H -3.9491 -4.1407 0.8397 -0.263 -0.108 -0.178 0.039
H 1.3717 -0.6162 -3.3343 -0.687 0.105 -0.268 0.077
H -1.9445 0.3861 -2.4805 -1.409 -0.635 0.047 0.074
H -6.1636 -0.8880 1.2489 0.145 -0.027 -0.240 0.059
H -6.2652 -1.3643 -0.4888 0.091 0.172 0.253 0.054
H -5.3964 0.1311 0.0064 -0.249 -0.081 0.132 0.037
C 0.7393 -3.0551 -1.1302 0.250 -0.067 -0.455 -0.151
C 1.1952 -3.2350 0.2457 0.198 -0.012 0.693 -0.315
C 2.5487 -3.0199 0.6006 -0.511 -0.346 -0.029 -0.072
C 3.0002 -3.3357 1.8816 -0.297 -0.202 0.000 -0.086
C 2.1086 -3.8631 2.8298 0.019 0.118 -0.339 -0.090
C 0.7572 -4.0398 2.5027 0.064 0.008 -0.204 -0.088
C 0.2968 -3.7192 1.2258 0.622 -0.032 -0.111 -0.055
H 1.5325 -2.7111 -1.8123 -0.071 -0.304 0.098 0.053
H 0.2425 -3.9654 -1.4941 0.075 0.322 -0.169 0.060
H 3.2385 -2.6761 -0.1790 -0.220 -0.114 0.404 0.115
H 4.0561 -3.1987 2.1281 -0.367 -0.052 -0.015 0.113
H 2.4711 -4.1422 3.8163 -0.090 0.095 -0.171 0.104
H 0.0593 -4.4505 3.2366 0.278 0.157 -0.177 0.107
H -0.7489 -3.8892 0.9382 0.350 0.075 0.233 0.101
```
Positions in Å, forces in eV/Å.

<S²>	9.3587
max |F|	9.80	eV Å⁻¹
net charge	+1
relative energy (zero: lowest compared OMol25 entry of this formula, charge and spin)	214.78	kcal/mol
2S+1	6
HOMO-LUMO gap (spin up / spin down)	4.9 / 5.6	eV
LUMO level (spin up / spin down)	-3.306 / -2.762	eV
HOMO (spin up / spin down)	-0.3022 / -0.3066	Eh